[1]
7
Properties=species:S:1:pos:R:3 method="wB97M-V/def2-TZVPD" energy_ha=-5317.3094 fmax_ev_per_a=4.6 relative_energy_kcal_mol=6.5 charge=-1 gap_ev=6.755
C 0.413 -0.024 0.100
N -0.547 -0.688 -0.567
O -1.270 -0.127 -1.446
Br 1.531 -1.040 1.083
Br 0.203 2.538 1.635
H 0.624 0.951 -0.440
H -0.955 -1.611 -0.363

=====

[2]
6
Properties=species:S:1:pos:R:3 method="wB97M-V/def2-TZVPD" energy_ha=-5585.4873 fmax_ev_per_a=2.5 relative_energy_kcal_mol=3.3 gap_ev=9.720
C -0.051 0.271 -0.245
S 1.050 -0.199 1.047
Br -0.445 2.164 -0.028
Br -1.820 -0.816 -0.349
H 0.471 -0.012 -1.188
H 0.796 -1.408 0.763

=====

[3]
6
Properties=species:S:1:pos:R:3 method="wB97M-V/def2-TZVPD" energy_ha=-5585.4926 fmax_ev_per_a=4.3 relative_energy_kcal_mol=0.0 gap_ev=8.993
Br 1.527 1.413 0.354
C 0.200 0.948 -1.042
S -1.552 1.686 -1.071
Br -2.773 0.602 0.357
H 0.260 -0.118 -0.900
H 0.457 1.265 -1.961

=====

[4]
10
Properties=species:S:1:pos:R:3 method="wB97M-V/def2-TZVPD" energy_ha=-8364.6244 fmax_ev_per_a=3.6 relative_energy_kcal_mol=64.2 gap_ev=8.074
C -2.407 -0.154 -0.378
N 1.620 -0.502 -0.437
O 1.721 0.939 1.820
O -0.478 -0.079 1.008
S 0.833 0.504 0.768
Br -3.569 -0.848 0.819
Br -1.469 -1.422 -1.288
Br 0.447 2.356 -0.455
H 0.854 -0.733 -1.073
H 2.449 -0.061 -0.785

=====

[5]
5
Properties=species:S:1:pos:R:3 method="wB97M-V/def2-TZVPD" energy_ha=-3073.3873 fmax_ev_per_a=5.5 relative_energy_kcal_mol=67.0 gap_ev=9.291
C -0.073 0.018 0.172
Cl 0.057 1.658 -0.044
Br -1.790 -0.724 -0.009
H 0.642 -0.434 0.833
H 1.163 -0.517 -0.951

=====

[6]
10
Properties=species:S:1:pos:R:3 method="wB97M-V/def2-TZVPD" energy_ha=-3776.5475 spin_multiplicity=3 fmax_ev_per_a=8.1 relative_energy_kcal_mol=55.1 gap_ev="5.656 / 6.628"
C 0.632 0.167 -0.999
N -1.312 0.000 0.632
O 0.924 0.667 1.460
O 0.688 -1.666 0.897
F 0.081 -0.640 -1.874
S 0.299 -0.325 0.672
Cl 2.434 0.077 -1.166
Br -0.099 1.840 -1.390
H -2.062 -0.797 0.402
H -1.584 0.676 1.366